DFT (ωB97M-V with the def2-TZVPD basis set) results for a 12-piece molecular cluster, C60H180N27O12P9S3 overall.

Positions of all 291 atoms, in Å:
O 6.6318 2.0301 4.1904
P 6.2384 0.7299 4.7765
N 4.6728 0.6962 5.2304
C 4.2464 -0.1684 6.3857
C 3.6788 1.5265 4.6455
N 7.0890 0.2936 6.1782
C 8.5071 -0.1290 5.9927
C 7.0838 1.4135 7.1902
N 6.3394 -0.4392 3.6184
C 7.2794 -0.1965 2.4778
C 5.8717 -1.7702 3.7238
H 4.5115 0.3258 7.2936
H 4.7608 -1.0690 6.4199
H 3.1519 -0.3919 6.3541
H 4.0905 2.4075 4.1878
H 3.0013 1.9424 5.4078
H 3.0039 0.9901 3.9851
H 9.0928 0.6477 5.5145
H 8.9589 -0.4399 6.9465
H 8.5398 -1.0213 5.3280
H 6.0326 1.5703 7.5694
H 7.6843 0.9892 7.9982
H 7.5112 2.3821 6.8288
H 8.2784 -0.7275 2.6163
H 6.9047 -0.6107 1.5250
H 7.4365 0.8534 2.2928
H 6.4468 -2.5625 4.2362
H 5.7713 -2.0994 2.6828
H 4.8960 -1.7758 4.1673
O -0.1313 1.1174 4.9090
P -1.0455 2.3088 5.0792
N -0.8575 2.9692 6.6031
C -1.4446 4.2441 7.0305
C -0.4229 1.9605 7.6132
N -2.6941 1.9734 4.7177
C -3.1969 0.6187 4.7788
C -3.7479 2.9701 4.5325
N -0.8380 3.6195 4.1437
C 0.3098 4.4726 4.5159
C -1.2188 3.7057 2.7161
H -2.2084 3.9849 7.7525
H -1.8863 4.7481 6.1750
H -0.6745 4.8218 7.4601
H 0.2803 2.3535 8.3351
H 0.0433 1.1337 7.0878
H -1.2464 1.5996 8.1919
H -3.6642 0.3176 3.8509
H -2.3371 -0.0685 4.9274
H -3.8921 0.3887 5.5552
H -4.1709 2.6986 3.5480
H -4.5015 3.0005 5.3179
H -3.2939 3.9596 4.4133
H 0.7498 4.1953 5.4860
H 1.1625 4.4488 3.7943
H -0.0776 5.5070 4.6421
H -0.3116 3.3465 2.2358
H -1.3268 4.7219 2.4477
H -2.1000 3.1951 2.5082
O -1.7138 -3.8425 -7.8004
P -0.5922 -4.4443 -7.0007
N -0.1913 -3.3724 -5.7986
C 0.1077 -1.9871 -6.2363
C -0.9701 -3.3260 -4.6065
N 0.8529 -4.6090 -7.8260
C 0.8285 -4.6748 -9.2677
C 2.1482 -4.4980 -7.1910
N -0.9550 -5.9047 -6.3038
C -0.0329 -6.4471 -5.3112
C -2.2265 -6.6183 -6.5499
H -0.7994 -1.4046 -6.3717
H 0.7721 -2.0717 -7.1073
H 0.5489 -1.4886 -5.3736
H -2.0145 -3.1756 -4.6534
H -0.4695 -2.5782 -3.9177
H -0.8548 -4.2197 -4.0282
H -0.1485 -4.9681 -9.5557
H 0.9775 -3.7242 -9.7944
H 1.4751 -5.5433 -9.6155
H 2.6278 -5.4721 -7.0710
H 2.8270 -3.8161 -7.6712
H 1.9247 -4.1356 -6.2270
H -0.5067 -6.3398 -4.3152
H 0.1500 -7.5400 -5.4412
H 0.9107 -5.9192 -5.2921
H -2.2299 -7.1379 -7.5610
H -3.1427 -5.9655 -6.5432
H -2.2548 -7.4118 -5.7733
O -5.5116 -1.5695 -2.3258
P -6.4907 -1.0320 -1.3644
N -7.7656 -2.1434 -1.3488
C -8.0374 -3.0074 -2.4982
C -8.8765 -2.2771 -0.3316
N -7.1710 0.5027 -1.6026
C -8.2968 0.6113 -2.5668
C -6.1429 1.5377 -1.7650
N -5.9246 -0.8954 0.1872
C -6.4293 0.0372 1.1883
C -5.4551 -2.1519 0.9019
H -7.3606 -2.7206 -3.3617
H -9.0629 -2.8313 -2.8178
H -7.9830 -4.0485 -2.3124
H -8.6711 -1.9005 0.6391
H -9.2317 -3.3033 -0.3528
H -9.6584 -1.6588 -0.7389
H -8.0689 1.4595 -3.2296
H -8.5677 -0.3106 -3.0926
H -9.2049 0.7677 -2.0503
H -5.5985 1.7434 -0.8827
H -5.4454 1.2274 -2.5990
H -6.7368 2.4726 -2.0113
H -7.0352 0.8748 0.8026
H -7.1634 -0.4890 1.9375
H -5.5632 0.4186 1.7060
H -4.5257 -1.9557 1.4266
H -5.1956 -2.9223 0.1704
H -6.1773 -2.5291 1.5535
O 3.7552 5.3065 3.3733
P 5.1568 5.6715 2.9727
N 6.1987 5.3429 4.2378
C 7.6454 5.5039 4.1195
C 5.6635 5.2892 5.5738
N 5.3403 7.3188 2.6062
C 5.5150 8.2509 3.7738
C 4.4852 7.9437 1.5841
N 5.6394 4.9144 1.5949
C 5.3912 3.5083 1.3731
C 6.8240 5.3926 0.9236
H 7.9221 6.1319 3.2307
H 8.2418 4.5659 4.0647
H 8.0417 6.0054 5.0351
H 5.7986 4.2568 6.1029
H 4.5984 5.4408 5.4706
H 6.1018 6.0864 6.1554
H 6.3862 7.9242 4.4170
H 5.7885 9.2622 3.4025
H 4.6719 8.3901 4.4199
H 4.1634 7.2059 0.8432
H 3.5968 8.4722 2.0210
H 5.0405 8.7615 1.0121
H 6.1511 2.9166 1.8201
H 4.4597 3.2580 1.8184
H 5.3612 3.2830 0.2930
H 7.6456 4.6603 1.0564
H 7.2591 6.3548 1.3241
H 6.6967 5.4610 -0.1548
O -4.5245 2.3282 -5.0913
P -3.8492 1.2212 -5.7925
N -4.6550 -0.2221 -5.6228
C -6.0578 -0.2213 -5.2857
C -4.2353 -1.6040 -5.7202
N -2.3736 0.7894 -5.3180
C -2.1427 0.3385 -4.0012
C -1.1473 1.3408 -5.9187
N -3.5191 1.5545 -7.4052
C -3.9945 2.8061 -8.0588
C -3.4893 0.4719 -8.3222
H -6.4067 0.7908 -5.1592
H -6.1227 -0.8229 -4.3584
H -6.6514 -0.5080 -6.1094
H -4.4866 -2.1481 -4.8250
H -3.1507 -1.6290 -5.9547
H -4.7741 -2.1002 -6.5391
H -2.9293 -0.3548 -3.6963
H -1.1101 -0.0710 -4.0815
H -1.9995 1.1425 -3.2479
H -1.0613 1.1231 -6.9343
H -1.1299 2.4633 -5.7988
H -0.2760 0.9909 -5.3500
H -4.3073 3.5898 -7.4196
H -3.1959 3.2049 -8.6530
H -4.8971 2.6133 -8.6956
H -2.8727 0.7485 -9.1966
H -4.5041 0.2471 -8.7150
H -3.1361 -0.4543 -7.8475
O 1.4151 7.3493 -2.5666
P 1.3896 6.0900 -1.8454
N 0.0597 5.0811 -2.1130
C 0.1402 3.6247 -1.8260
C -1.2509 5.6413 -2.2845
N 1.6169 6.4786 -0.2223
C 0.9897 7.6625 0.3837
C 1.4903 5.3364 0.6599
N 2.6966 5.0527 -2.2836
C 4.0497 5.5162 -2.1326
C 2.4922 4.5688 -3.6583
H 0.1166 2.9945 -2.7578
H -0.6570 3.3336 -1.1833
H 1.1407 3.3723 -1.3564
H -1.8293 5.0137 -2.9338
H -1.1731 6.5153 -2.8964
H -1.8666 5.9147 -1.4104
H 0.0425 7.3944 0.7752
H 1.5850 7.8875 1.2836
H 0.9020 8.5844 -0.2407
H 2.0309 5.3809 1.6262
H 0.4330 5.0569 0.7902
H 1.9536 4.4706 0.1730
H 4.7955 4.8712 -2.5819
H 4.3415 6.4678 -2.6223
H 4.4753 5.6139 -1.0926
H 1.5665 3.9790 -3.7531
H 3.3448 3.9773 -4.0001
H 2.4014 5.4562 -4.3143
O 0.8017 -0.1172 -1.7507
P 0.5906 -0.5142 -0.2893
N 1.6032 0.1303 0.8639
C 2.5162 -0.6574 1.7473
C 1.7273 1.5996 1.0073
N 0.6929 -2.1825 -0.1929
C -0.0194 -2.8827 0.9708
C 0.8705 -3.0862 -1.2716
N -0.9178 -0.0322 0.1709
C -1.2672 0.1364 1.5835
C -2.0610 -0.3645 -0.6336
H 2.2390 -0.4705 2.7975
H 3.5734 -0.3867 1.5224
H 2.3695 -1.7334 1.4359
H 1.5862 1.7832 2.0307
H 0.9337 2.1091 0.3950
H 2.6964 1.9325 0.5898
H 0.3245 -2.4055 1.8732
H -1.0980 -2.7545 0.8944
H 0.2661 -3.9339 1.1988
H 1.1906 -2.5360 -2.1698
H 1.6622 -3.7947 -1.1193
H -0.0368 -3.6260 -1.6108
H -1.8586 -0.7473 1.9636
H -0.3254 0.3282 2.1445
H -1.9819 1.0257 1.6734
H -1.7624 -0.5718 -1.6607
H -2.7098 0.4735 -0.5557
H -2.6014 -1.2586 -0.1863
O -5.6445 -5.1740 -0.1130
P -4.3382 -5.8197 -0.1825
N -4.4664 -7.4745 -0.5699
C -3.5269 -8.3949 -1.1559
C -5.7388 -8.0438 -0.3820
N -3.3656 -5.5213 1.1544
C -2.3135 -6.4700 1.3563
C -4.0273 -4.9611 2.4151
N -3.3397 -5.3201 -1.4125
C -3.9682 -5.3663 -2.8030
C -2.8159 -3.9222 -1.1526
H -4.1250 -8.8557 -1.9179
H -3.2749 -9.2185 -0.4430
H -2.6111 -7.9635 -1.4478
H -5.7226 -8.7886 0.4305
H -6.0297 -8.5837 -1.3127
H -6.5202 -7.3099 -0.1081
H -1.7406 -6.6909 0.4425
H -1.5770 -6.0530 2.0917
H -2.6891 -7.4127 1.7953
H -3.3031 -4.4465 2.9977
H -4.9376 -4.4205 2.1812
H -4.2971 -5.8650 2.9144
H -3.5103 -4.6356 -3.5297
H -3.9218 -6.4022 -3.1441
H -4.9974 -4.9904 -2.8179
H -2.7179 -3.7232 -0.0552
H -3.4846 -3.1962 -1.6295
H -1.8071 -3.8537 -1.5835
C -1.1960 -1.8623 8.0896
S -1.0365 -2.8291 6.5990
O -2.3255 -2.6139 5.8774
C 0.1927 -1.6557 5.8680
H -1.5359 -0.8860 7.6973
H -0.2239 -1.8144 8.5597
H -1.9098 -2.2277 8.7854
H 0.9120 -2.2190 5.2945
H 0.6774 -1.1699 6.7346
H -0.4294 -0.9780 5.3113
C 3.1346 -1.5945 -3.7745
S 4.2219 -1.1779 -2.4057
O 5.6349 -1.3935 -2.8451
C 3.8333 0.5866 -2.4941
H 3.2579 -2.6933 -3.8509
H 3.4696 -1.0561 -4.6116
H 2.1459 -1.3687 -3.4638
H 4.5465 1.0233 -1.7690
H 2.7938 0.7847 -2.2582
H 4.1003 0.9522 -3.4935
C 4.0473 -6.1415 2.5638
S 3.9259 -5.8086 0.7694
O 2.6333 -5.2598 0.3118
C 5.0611 -4.3541 1.0267
H 3.5527 -5.3042 3.0295
H 5.0679 -6.3973 2.8255
H 3.4962 -7.0080 2.7796
H 4.4610 -3.6818 1.6186
H 5.4530 -3.9673 0.0572
H 5.9485 -4.6440 1.5754

The HOMO-LUMO gap comes out at 8.13 eV. For the energy relative to the best compared isomer or geometry (same formula, charge and spin), the calculation gives 0.000 eV. Its total charge is 0. As for the multiplicity: 1.

Mulliken population analysis, charges in e, atoms 1 to 99:
1. O -0.822
2. P -0.185
3. N 1.083
4. C -1.221
5. C 0.230
6. N 0.014
7. C -0.852
8. C -0.912
9. N 0.922
10. C -0.927
11. C -0.843
12. H 0.333
13. H 0.552
14. H 0.136
15. H -0.339
16. H 0.238
17. H -0.445
18. H 0.334
19. H 0.385
20. H 0.216
21. H 0.239
22. H 0.460
23. H 0.173
24. H 0.273
25. H 0.289
26. H 0.166
27. H 0.047
28. H 0.181
29. H 0.292
30. O -0.074
31. P 0.521
32. N 0.408
33. C -1.104
34. C -0.980
35. N 0.381
36. C 0.633
37. C -1.089
38. N 0.300
39. C -1.078
40. C -0.372
41. H 0.353
42. H 0.317
43. H 0.317
44. H 0.380
45. H 0.068
46. H 0.315
47. H -0.478
48. H -0.726
49. H 0.393
50. H 0.255
51. H 0.312
52. H 0.297
53. H 0.449
54. H 0.046
55. H 0.250
56. H -0.708
57. H 0.444
58. H 0.515
59. O -0.905
60. P 0.216
61. N 0.725
62. C -0.144
63. C -0.008
64. N 0.359
65. C -1.140
66. C -0.701
67. N 0.459
68. C -0.780
69. C -1.012
70. H -0.486
71. H 0.625
72. H -0.248
73. H 0.030
74. H -0.420
75. H 0.136
76. H 0.364
77. H 0.281
78. H 0.349
79. H 0.296
80. H 0.380
81. H 0.066
82. H 0.189
83. H 0.413
84. H 0.115
85. H 0.225
86. H 0.274
87. H 0.401
88. O -0.147
89. P -0.571
90. N 0.730
91. C -0.981
92. C -1.360
93. N 0.184
94. C -0.995
95. C -1.191
96. N 1.431
97. C -1.208
98. C -1.638
99. H 0.128

DFT (ωB97M-V with the def2-TZVPD basis set) results for C60H36CoF4N8O4 as an isolated structure.

Positions of all 113 atoms, in Å:
Co 1.0294 0.2961 0.1782
C -8.6410 5.5499 -0.5327
O -7.3232 6.0619 -0.4434
C -6.3064 5.1705 -0.3532
C -5.0241 5.7141 -0.2785
C -3.9254 4.8855 -0.1853
C -4.0748 3.4981 -0.1651
C -5.3543 2.9683 -0.2334
C -6.4722 3.7893 -0.3304
C -2.8815 2.6130 -0.0537
C -2.5018 1.8425 -1.1744
C -3.2133 1.6562 -2.3839
C -2.4803 0.8140 -3.1758
C -1.2982 0.4397 -2.4814
N -1.3682 1.0692 -1.2332
C -0.3260 -0.4305 -2.9848
C 0.6702 -1.1849 -2.3219
C 1.3856 -2.2771 -2.9289
C 2.0718 -2.9114 -1.9392
C 1.8093 -2.1904 -0.7308
C 2.2449 -2.5188 0.5820
C 3.2423 -3.6070 0.7078
C 2.9759 -4.7715 1.4128
C 3.9245 -5.7818 1.5168
C 5.1657 -5.6209 0.9092
O 6.1610 -6.5387 0.9521
C 5.9242 -7.7341 1.6726
C 5.4430 -4.4541 0.1948
C 4.4901 -3.4653 0.0890
C 1.7681 -1.8917 1.7314
N 0.9043 -0.8145 1.7252
C 0.6276 -0.4965 3.0037
C -0.2709 0.5112 3.4851
C -0.4555 0.5174 4.9753
C 0.1714 1.4756 5.7726
C -0.0019 1.4680 7.1426
C -0.8087 0.5036 7.7452
O -0.9162 0.5782 9.0958
C -1.7228 -0.3871 9.7448
C -1.4408 -0.4551 6.9604
C -1.2557 -0.4379 5.5819
C -1.0540 1.4240 2.8071
C -2.1241 2.1756 3.4158
C -2.8468 2.8052 2.4598
C -2.2970 2.4645 1.1832
N -1.1443 1.7116 1.4298
C 1.3482 -1.3901 3.8783
C 2.0666 -2.2316 3.0953
N 0.9879 -1.1499 -0.9987
C -0.4203 -0.6570 -4.4609
C 0.1312 0.2924 -5.3244
C 0.0856 0.1096 -6.6899
C -0.5338 -1.0212 -7.2230
O -0.5365 -1.1125 -8.5750
C -1.1236 -2.2612 -9.1569
C -1.0939 -1.9700 -6.3731
C -1.0228 -1.7829 -4.9965
H -9.2955 6.4132 -0.6048
H -8.9025 4.9712 0.3567
H -8.7644 4.9271 -1.4220
H -4.9159 6.7902 -0.2999
H -2.9317 5.3143 -0.1354
H -5.4885 1.8929 -0.2071
H -7.4543 3.3429 -0.3801
H -4.1768 2.0854 -2.5999
H -2.7577 0.4290 -4.1429
H 1.3494 -2.5449 -3.9706
H 2.6895 -3.7894 -2.0262
H 2.0053 -4.9066 1.8746
H 3.6811 -6.6819 2.0617
H 6.8341 -8.3209 1.5903
H 5.0912 -8.2968 1.2437
H 5.7202 -7.5278 2.7263
H 6.4142 -4.3451 -0.2688
H 4.7176 -2.5597 -0.4620
H 0.8063 2.2208 5.3100
H 0.4843 2.2025 7.7709
H -1.6781 -0.1542 10.8046
H -1.3412 -1.3980 9.5803
H -2.7606 -0.3309 9.4064
H -2.0722 -1.2130 7.4003
H -1.7464 -1.1880 4.9721
H -2.3393 2.1471 4.4705
H -3.7498 3.3787 2.5903
H 1.3187 -1.3610 4.9541
H 2.7453 -3.0052 3.4116
H 0.6238 1.1686 -4.9187
H 0.5356 0.8268 -7.3630
H -1.0115 -2.1454 -10.2307
H -2.1861 -2.3330 -8.9098
H -0.6129 -3.1727 -8.8365
H -1.5775 -2.8541 -6.7616
H -1.4518 -2.5278 -4.3362
F 1.2801 3.7808 -1.5005
C 2.1769 2.7977 -1.3753
C 2.8926 2.4274 -2.4761
F 2.6443 3.0823 -3.6205
C 3.8528 1.3774 -2.4739
C 4.1344 0.8870 -1.1750
C 3.4012 1.2504 -0.0777
F 3.6620 0.6311 1.0902
C 2.3225 2.1601 -0.1318
C 1.2888 2.1495 0.9380
C -0.0596 1.8701 0.5495
N -0.1501 1.5691 -0.7519
C 1.6608 2.5283 2.2674
N 2.0145 2.8636 3.3088
F 5.0757 -0.0556 -0.9988
C 4.4356 0.8693 -3.6492
C 5.4224 -0.1576 -3.6417
N 6.2294 -0.9810 -3.6852
C 3.9542 1.2054 -4.9463
N 3.5909 1.4304 -6.0184

The HOMO-LUMO gap (alpha / beta) comes out at 4.29 / 4.32 eV. For the energy relative to the best compared isomer or geometry (same formula, charge and spin), the calculation gives 0.000 eV. Its total charge is 0. As for the multiplicity: 2.

Mulliken population analysis, charges in e, atoms 1 to 99:
1. Co -0.859
2. C -0.851
3. O -0.458
4. C 1.034
5. C -0.971
6. C -0.065
7. C -0.769
8. C -0.237
9. C -0.596
10. C 1.005
11. C 0.345
12. C -1.355
13. C -1.411
14. C 0.021
15. N 0.099
16. C 0.586
17. C 0.903
18. C -1.380
19. C -1.577
20. C 0.008
21. C 1.592
22. C 0.007
23. C -0.685
24. C -0.632
25. C 0.906
26. O -0.450
27. C -0.859
28. C -0.936
29. C -0.333
30. C -0.226
31. N 0.063
32. C 0.754
33. C 1.188
34. C -0.848
35. C 0.169
36. C -1.010
37. C 0.930
38. O -0.462
39. C -0.858
40. C -0.652
41. C -0.001
42. C 0.011
43. C -1.490
44. C -1.605
45. C 0.342
46. N 0.434
47. C -1.368
48. C -1.373
49. N 0.171
50. C -1.114
51. C 0.342
52. C -0.933
53. C 0.902
54. O -0.461
55. C -0.880
56. C -0.713
57. C -0.154
58. H 0.247
59. H 0.339
60. H 0.338
61. H 0.426
62. H 0.571
63. H 0.550
64. H 0.399
65. H 0.610
66. H 0.581
67. H 0.597
68. H 0.584
69. H 0.569
70. H 0.399
71. H 0.250
72. H 0.339
73. H 0.341
74. H 0.478
75. H 0.661
76. H 0.544
77. H 0.446
78. H 0.248
79. H 0.336
80. H 0.334
81. H 0.416
82. H 0.465
83. H 0.521
84. H 0.581
85. H 0.518
86. H 0.663
87. H 0.654
88. H 0.431
89. H 0.250
90. H 0.342
91. H 0.347
92. H 0.433
93. H 0.508
94. F -0.435
95. C -0.276
96. C 0.364
97. F -0.447
98. C 0.732
99. C 0.069

no.,maximum force (eV Å⁻¹)
1,3.4
2,0.4